# 1
A molecular structure, CH2BNO. Source: the OMol25 dataset; level of theory: wB97M-V/def2-TZVPD.

```
6
Properties=species:S:1:pos:R:3:forces:R:3
B -0.19295 -0.33613 -0.01964 3.757 -0.854 -2.012
C 1.18518 0.11074 -0.59792 -2.745 -2.276 2.608
N 2.19373 0.63177 -0.78260 1.964 0.820 -0.992
O -1.13246 0.57627 -0.02753 -0.334 0.943 -1.314
H -0.23530 -1.51382 0.86835 0.336 1.061 -0.642
H -1.81821 0.53117 0.55934 -2.978 0.306 2.352
```
Forces are in eV/Å.

Output
gap between HOMO and LUMO (spin up / spin down) = 6.485 / 6.355 eV
multiplicity = 3

The net atomic charges from Mulliken, expressed in e, are: atom 1 (B): -0.011, atom 2 (C): 0.179, atom 3 (N): -0.358, atom 4 (O): -0.305, atom 5 (H): 0.197, atom 6 (H): 0.298

=====

# 2
4 unconnected molecules or ions with the total composition C4H18NO3. Source: the OMol25 dataset; level of theory: wB97M-V/def2-TZVPD.

```
26
Properties=species:S:1:pos:R:3:forces:R:3
C -1.80549 0.54048 -1.67664 -0.610 0.005 -1.305
C -1.50484 -0.28852 -0.46591 -0.562 -0.674 0.951
C -1.35475 -1.78402 -0.74393 0.194 0.827 -0.730
C -1.17617 -2.60871 0.51148 0.842 -0.341 0.242
N -0.24248 0.30338 0.15523 -0.542 -0.171 -0.154
H -2.76677 0.33875 -2.15946 -0.512 0.122 1.004
H -1.24652 0.24015 -2.57769 0.960 0.410 0.655
H -1.73979 1.60921 -1.44540 0.028 -0.152 -0.404
H -2.28308 -0.21127 0.33061 0.481 0.355 -0.582
H -2.26387 -2.05334 -1.31222 0.328 -0.111 0.407
H -0.53467 -1.85116 -1.47063 0.045 -0.480 0.188
H -1.07332 -3.67745 0.30707 -0.732 0.086 -0.041
H -0.23536 -2.45466 1.05147 0.200 0.554 -0.257
H -1.93487 -2.36261 1.24803 -0.410 -0.439 -0.054
H 0.25264 -0.28560 0.83297 0.051 -0.027 0.099
H 0.45343 0.52842 -0.56727 0.008 0.043 0.164
H -0.51462 1.15216 0.65729 0.470 0.055 -0.136
H 1.98343 2.97773 1.89588 -0.182 -0.043 -0.215
H 1.42609 3.56958 0.56378 -0.037 0.253 0.453
O 1.44687 2.77385 1.11358 -0.191 0.450 -0.119
H 2.65830 0.27725 1.06054 0.029 -0.781 -0.065
H 2.26349 -0.89273 2.14456 0.661 0.291 -0.418
O 2.12254 0.00336 1.81456 -1.065 0.024 0.796
H 3.45387 1.11452 -0.50963 -0.405 0.298 -0.421
H 2.12606 1.91142 -0.12408 0.917 -0.972 -0.254
O 2.48990 1.12980 -0.63419 0.032 0.419 0.196
```
Forces are in eV/Å.

Output
gap between HOMO and LUMO = 12.147 eV
multiplicity = 1
net charge = +1

Atomic partial charges in e from the Mulliken method, atoms 1 to 6: atom 1 (C): -1.520, atom 2 (C): 0.195, atom 3 (C): -0.490, atom 4 (C): -1.193, atom 5 (N): -0.110, atom 6 (H): 0.424

=====

# 3
A molecular structure, C33H33AsIrN3O5S3. Source: the OMol25 dataset; level of theory: wB97M-V/def2-TZVPD.

```
79
Properties=species:S:1:pos:R:3:forces:R:3
Ir -0.45119 -0.23076 -0.96328 -0.631 0.286 -0.617
C -4.98169 -1.15852 -0.99726 -0.016 -0.044 -0.093
C -3.63598 -0.50530 -1.02130 0.442 0.285 0.066
S -2.26953 -1.50210 -1.17069 -0.748 -0.208 0.124
C -3.44468 0.87034 -0.93870 0.302 -0.449 0.013
C -4.55625 1.86861 -0.86175 -0.018 0.025 -0.015
S -1.85016 1.47090 -0.97780 -0.486 0.429 0.248
H -4.88625 -2.24226 -1.04238 -0.006 0.015 0.005
H -5.58514 -0.83356 -1.84666 -0.015 0.005 0.012
H -5.51776 -0.89889 -0.08297 -0.002 -0.009 0.012
H -5.48724 1.39097 -0.56255 -0.003 0.009 0.003
H -4.71521 2.34079 -1.83366 -0.009 -0.013 0.002
H -4.32763 2.65760 -0.14516 0.023 0.008 -0.017
O -0.75994 -0.38651 1.06332 0.115 -0.287 -0.072
As -0.47662 -0.26007 2.70149 0.006 0.199 -0.200
C 0.63422 -1.68050 3.33229 0.017 0.051 0.025
C 0.98572 -1.73683 4.67813 0.055 0.003 0.034
C 1.76765 -2.78458 5.13728 0.005 -0.028 -0.017
C 2.18592 -3.77330 4.25575 0.000 -0.011 0.008
C 1.81965 -3.72052 2.91900 0.005 -0.029 -0.024
C 1.04059 -2.67270 2.45002 -0.014 0.029 -0.040
C 0.17634 1.48480 3.14477 -0.015 -0.066 0.103
C 0.24318 1.86381 4.48378 -0.005 0.025 0.005
C 0.68467 3.13453 4.81408 -0.006 0.015 0.012
C 1.03900 4.02593 3.81023 0.029 0.045 0.002
C 0.95005 3.65270 2.47797 -0.001 -0.017 -0.022
C 0.51880 2.37794 2.13806 -0.033 0.028 0.044
C -2.18725 -0.43442 3.52327 -0.003 -0.010 -0.005
C -3.08907 0.61771 3.38194 0.015 0.028 0.052
C -4.36401 0.49479 3.90720 -0.029 0.009 0.006
C -4.73445 -0.67293 4.56370 -0.020 0.001 0.035
C -3.83313 -1.71709 4.70404 0.002 -0.012 -0.007
C -2.55336 -1.60353 4.17801 -0.003 -0.010 0.005
H 0.65651 -0.97877 5.37795 -0.007 0.024 -0.027
H 2.04570 -2.83327 6.18162 -0.003 0.006 -0.007
H 2.79389 -4.59307 4.61543 -0.005 0.007 0.001
H 2.13533 -4.49900 2.23705 0.009 0.006 0.010
H 0.75114 -2.62887 1.40821 -0.001 0.042 -0.016
H -0.06812 1.19110 5.27396 -0.003 -0.028 -0.018
H 0.74036 3.43436 5.85202 -0.004 -0.009 -0.004
H 1.37642 5.02120 4.06870 -0.003 -0.008 0.007
H 1.21394 4.35347 1.69685 -0.006 0.004 0.007
H 0.44963 2.08838 1.10027 -0.035 0.002 -0.006
H -2.79754 1.53175 2.87635 0.030 -0.018 -0.013
H -5.06701 1.31271 3.81792 0.000 -0.013 -0.023
H -5.73136 -0.76514 4.97482 0.010 0.007 0.003
H -4.12316 -2.62043 5.22383 -0.005 -0.001 -0.017
H -1.85327 -2.42379 4.27934 0.018 0.014 -0.003
O -0.92078 -0.05595 -3.15350 0.772 -0.066 0.864
C 0.16523 -0.20522 -3.80096 0.397 -0.120 0.466
O 1.22807 -0.42250 -3.19414 0.061 -0.175 -0.855
C 0.11246 -0.12422 -5.29038 -0.116 0.042 -0.035
C 1.29178 -0.10060 -6.02558 0.059 -0.010 -0.004
C 1.25357 -0.02382 -7.40683 -0.136 -0.009 0.030
C 0.01417 0.01763 -8.02063 0.004 -0.079 -0.067
C -1.17748 -0.00814 -7.31876 0.121 0.007 0.013
C -1.11806 -0.07337 -5.93720 -0.042 0.023 -0.012
N -0.03830 0.09024 -9.49919 0.023 0.274 -0.066
O -1.13456 0.15010 -10.01668 0.105 -0.100 0.038
O 1.01991 0.11969 -10.09452 -0.124 -0.094 0.060
H 2.24183 -0.14331 -5.51192 -0.021 -0.010 0.027
H 2.15080 0.00098 -8.00533 0.009 -0.004 -0.016
H -2.11501 0.02637 -7.85180 -0.008 -0.001 -0.007
H -2.02617 -0.08515 -5.35141 0.012 -0.011 0.016
C 4.63598 0.55425 1.21359 0.015 0.001 0.004
N 4.47459 0.30161 -0.20019 0.018 -0.014 0.044
C 5.61904 0.33171 -1.11042 0.001 -0.027 -0.021
C 4.98270 0.01338 -2.47624 -0.011 -0.031 -0.009
N 3.55949 -0.03047 -2.15941 0.015 0.124 0.077
C 3.33179 0.13514 -0.87175 -0.090 0.017 -0.144
S 1.81114 0.12378 -0.05631 -0.079 -0.114 -0.012
H 5.44954 -0.06271 1.59634 0.000 0.008 0.000
H 3.71986 0.29355 1.73571 0.003 0.025 0.010
H 4.87141 1.60492 1.39864 -0.005 -0.008 0.001
H 6.35687 -0.41214 -0.80884 0.012 0.013 -0.001
H 6.09315 1.31504 -1.08781 -0.014 0.004 0.009
H 5.31594 -0.94710 -2.86912 -0.003 0.004 -0.004
H 5.18725 0.78159 -3.22010 0.022 -0.003 0.009
H 2.78207 -0.19297 -2.80976 0.050 -0.003 0.005
```
Forces are in eV/Å.

Output
gap between HOMO and LUMO (spin up / spin down) = 6.771 / 7.017 eV
multiplicity = 2
net charge = +1

Atomic partial charges in e from the Mulliken method, atoms 1 to 6: atom 1 (Ir): 1.694, atom 2 (C): -1.595, atom 3 (C): 0.585, atom 4 (S): -0.400, atom 5 (C): 0.717, atom 6 (C): -1.474

=====

# 4
A molecular structure, C56H44AsCaCl3GeN15P2SSe2. Source: the OMol25 dataset; level of theory: wB97M-V/def2-TZVPD.

```
126
Properties=species:S:1:pos:R:3:forces:R:3
Ca 0.05420 -0.39240 0.53810 -0.515 1.787 -0.655
N -0.08150 3.21700 1.42580 -0.001 0.535 -0.026
C 0.53640 2.45660 2.38290 0.316 -0.063 0.560
C 1.24110 3.16730 3.37370 -0.038 -0.024 -0.133
C 1.85760 2.47470 4.38660 -0.129 -0.174 -0.201
C 1.74810 1.09010 4.39730 -0.043 -0.056 0.041
C 1.02990 0.47920 3.38660 0.312 -0.083 0.760
N 0.45270 1.13170 2.38540 -0.127 0.598 -0.140
C -0.96430 2.91660 0.41400 -0.374 0.177 -0.283
C -1.79120 3.96840 -0.01060 -0.021 -0.086 -0.089
C -2.65720 3.76580 -1.05730 0.257 -0.156 -0.018
C -2.65660 2.52920 -1.68720 0.163 -0.076 -0.031
C -1.81230 1.55760 -1.19370 -0.463 0.134 -0.573
N -0.98980 1.72020 -0.16150 0.271 0.274 0.233
H -0.10020 4.20070 1.65800 0.066 -0.270 -0.018
H 1.26760 4.24780 3.34120 0.017 0.072 -0.059
H 2.40320 3.00000 5.16000 0.007 0.011 0.023
H 2.19980 0.49800 5.17490 0.039 -0.129 0.060
H 0.92550 -0.59420 3.38060 -0.026 -0.080 0.042
H -1.75780 4.91640 0.50790 -0.014 0.025 0.062
H -3.32610 4.54850 -1.37860 -0.066 0.120 -0.011
H -3.30870 2.30850 -2.51900 -0.021 -0.034 -0.003
H -1.78390 0.58520 -1.66680 -0.049 0.084 0.059
S -0.00220 -0.68490 -3.20760 0.140 0.299 -0.008
C -1.55690 -0.98960 -3.89870 -0.030 -0.202 0.049
C -1.82290 -0.62930 -5.22530 0.017 0.084 -0.149
C -3.07450 -0.82700 -5.76870 -0.127 0.051 -0.240
C -4.08440 -1.40120 -5.00860 0.067 0.059 0.092
C -3.83060 -1.76350 -3.69470 -0.229 -0.194 0.129
C -2.57510 -1.59240 -3.13090 0.214 0.274 0.141
As -2.12390 -2.01650 -1.25980 -0.880 -0.578 -0.186
C -1.33500 -3.78340 -1.52030 0.221 -0.146 -0.024
C -0.69760 -4.19300 -2.68400 -0.087 0.307 -0.128
C -0.09500 -5.43870 -2.75810 0.084 -0.089 -0.038
C -0.10030 -6.27740 -1.65830 0.008 -0.057 0.007
C -0.71570 -5.87060 -0.48620 -0.073 -0.141 0.022
C -1.34220 -4.64070 -0.42410 -0.176 0.232 0.203
C -3.91580 -2.71780 -0.82750 -0.079 0.043 0.054
C -4.77070 -1.96900 -0.03320 0.338 0.284 0.094
C -6.04150 -2.42230 0.28030 -0.182 -0.084 0.011
C -6.49010 -3.62440 -0.23780 -0.158 0.093 -0.007
C -5.67110 -4.36000 -1.08100 -0.007 -0.132 -0.045
C -4.39200 -3.91400 -1.35990 0.264 -0.212 -0.146
H -1.03960 -0.16240 -5.80420 0.101 -0.029 -0.060
H -3.27710 -0.53160 -6.79130 0.055 0.019 -0.014
H -5.07010 -1.55720 -5.42880 -0.003 0.018 -0.010
H -4.63000 -2.18730 -3.09730 0.070 0.037 -0.102
H -0.65210 -3.52310 -3.53510 0.003 -0.078 -0.031
H 0.40490 -5.75410 -3.66500 0.000 0.080 -0.056
H 0.38390 -7.24210 -1.70870 0.075 -0.070 0.000
H -0.69580 -6.51310 0.38310 -0.049 -0.007 0.083
H -1.82980 -4.32440 0.49500 0.078 -0.063 -0.030
H -4.44620 -1.00920 0.34570 -0.047 0.051 0.093
H -6.67070 -1.83470 0.93330 0.011 0.071 0.051
H -7.48510 -3.98230 -0.00630 -0.042 -0.008 0.045
H -6.03540 -5.28250 -1.52060 0.068 -0.002 0.031
H -3.75110 -4.49350 -2.01690 -0.056 -0.040 0.057
Se 7.60700 1.00410 0.11040 0.069 0.016 -0.095
P 6.28900 -0.42140 0.94650 0.394 0.022 0.106
C 6.45300 -0.23620 2.74650 0.004 -0.081 -0.085
C 7.05460 -1.16430 3.57970 -0.110 0.014 -0.228
C 7.21090 -0.87130 4.92330 0.079 -0.019 0.201
C 6.76680 0.33750 5.43150 0.041 -0.016 0.133
C 6.16010 1.26340 4.59610 -0.041 0.044 -0.044
C 6.00980 0.97810 3.25490 -0.035 0.025 -0.008
C 6.80450 -2.12900 0.59130 -0.141 0.255 0.052
C 8.15930 -2.40710 0.75130 0.054 0.091 -0.022
C 8.61820 -3.70470 0.64000 0.069 -0.035 0.007
C 7.72730 -4.72370 0.33470 -0.028 -0.081 -0.014
C 6.38580 -4.43920 0.13670 0.003 -0.126 -0.060
C 5.91410 -3.14260 0.26730 -0.009 0.167 0.034
C 4.52320 -0.28080 0.74880 -0.183 0.125 -0.186
C 3.56940 0.48800 0.06310 0.499 -0.050 0.101
N 2.37750 0.11940 0.54110 0.674 0.576 -0.628
N 2.57820 -0.80960 1.44910 -0.412 -0.374 0.352
N 3.84080 -1.06360 1.60590 0.196 -0.315 0.218
P 3.82240 1.77860 -1.15000 0.154 0.180 -0.041
Se 2.12150 2.75390 -1.90780 -0.311 -0.141 -0.093
C 4.74810 0.86170 -2.42810 -0.170 0.303 0.182
C 6.03560 1.09580 -2.88790 -0.041 0.128 0.046
C 6.58180 0.25430 -3.84130 0.086 0.033 -0.129
C 5.84870 -0.81020 -4.33850 0.050 0.014 -0.073
C 4.55390 -1.02970 -3.89410 0.013 -0.068 -0.065
C 3.99950 -0.19340 -2.94660 0.006 0.075 0.030
C 4.74640 3.03010 -0.19710 -0.070 -0.025 -0.210
C 5.70000 3.87150 -0.75390 -0.073 -0.117 -0.013
C 6.26180 4.87950 0.00870 0.034 0.072 -0.162
C 5.83960 5.08620 1.31050 -0.003 0.076 0.081
C 4.83900 4.29270 1.84910 0.034 0.062 -0.010
C 4.29440 3.26620 1.09910 -0.038 -0.124 -0.102
H 7.39700 -2.10470 3.17270 -0.002 -0.082 0.082
H 7.68390 -1.59250 5.57560 0.014 -0.042 0.059
H 6.89450 0.56380 6.48070 0.003 -0.013 0.096
H 5.80870 2.20950 4.98240 -0.021 0.072 0.075
H 5.56530 1.69860 2.57960 -0.011 0.015 0.094
H 8.84370 -1.59380 0.95820 0.020 0.014 0.032
H 9.66710 -3.92040 0.79820 0.035 -0.016 -0.047
H 8.08680 -5.74020 0.24540 -0.011 -0.071 -0.009
H 5.68590 -5.22220 -0.11420 -0.064 -0.073 -0.040
H 4.86450 -2.93680 0.12050 -0.136 -0.024 0.020
H 6.63720 1.89760 -2.49040 -0.039 -0.026 0.039
H 7.59240 0.43470 -4.18520 0.025 -0.042 -0.008
H 6.29220 -1.46620 -5.07580 -0.003 -0.063 -0.031
H 3.96780 -1.85440 -4.26590 -0.050 -0.147 -0.032
H 2.98690 -0.37340 -2.60340 0.032 -0.052 0.029
H 5.99930 3.73740 -1.78250 0.063 0.029 -0.046
H 7.02280 5.51540 -0.42440 0.035 0.020 0.005
H 6.27440 5.88250 1.89760 0.046 0.057 0.064
H 4.47840 4.47770 2.85150 -0.031 -0.029 0.086
H 3.50000 2.65420 1.51160 0.016 -0.017 0.053
N 1.08360 -3.69000 1.41780 0.310 -0.288 0.055
C 1.49770 -3.19890 0.21570 0.300 0.061 -0.864
N 2.54480 -3.69070 -0.45120 -0.226 -0.494 0.709
N 2.58910 -2.98210 -1.57330 0.230 0.088 -0.323
N 1.64580 -2.11160 -1.57120 0.157 0.449 -0.924
N 0.91150 -2.20690 -0.46470 0.605 -1.512 0.210
C 0.17930 -3.05680 2.21920 -0.645 0.115 0.822
N -0.05060 -3.42890 3.48150 0.790 -0.615 -0.619
N -1.00370 -2.61320 3.90430 -0.380 0.289 0.300
N -1.33280 -1.80110 2.96900 -0.631 0.462 0.566
N -0.61170 -2.03770 1.86160 0.291 -1.483 0.624
H 1.69930 -4.34440 1.87040 0.003 0.054 0.003
Cl -4.45510 -0.73490 3.44000 0.055 0.080 -0.054
Ge -2.81860 0.28840 2.22390 -0.369 0.266 0.045
Cl -2.28290 1.96090 3.76770 -0.220 -0.108 0.020
Cl -4.39430 1.65250 0.97670 -0.132 -0.033 0.146
```
Forces are in eV/Å.

Output
gap between HOMO and LUMO (spin up / spin down) = 6.580 / 5.019 eV
multiplicity = 2
net charge = -2

Atomic partial charges in e from the Mulliken method, atoms 1 to 6: atom 1 (Ca): 2.920, atom 2 (N): 0.594, atom 3 (C): -0.145, atom 4 (C): -1.084, atom 5 (C): -0.648, atom 6 (C): -1.046

=====

Energy above the lowest of the compared OMol25 structures with the same formula, charge and spin for the records above, in order: 22.54 11.26 56.91 10.97 kcal per mole
E for the records above, in order: -5277.67854 -12066.87698 -145640.20905 -414613.40463 eV